{
  "formula": "C28H39N7O7P2Rb",
  "method": "wB97M-V/def2-TZVPD",
  "symbols": ["Rb", "C", "C", "N", "C", "C", "C", "C", "C", "C", "C", "N", "C", "C", "C", "C", "C", "C", "C", "C", "N", "C", "H", "H", "H", "H", "H", "H", "H", "H", "H", "H", "H", "H", "N", "C", "C", "C", "C", "N", "H", "H", "H", "H", "H", "H", "H", "H", "H", "H", "H", "H", "O", "P", "O", "O", "O", "P", "O", "O", "O", "H", "H", "C", "C", "N", "C", "C", "N", "C", "C", "H", "H", "H", "H", "H", "H", "H", "H", "H", "H", "H", "H", "H"],
  "coordinates": [[-0.013, -1.223, -0.235], [-2.715, 2.887, -2.987], [-2.144, 2.997, -1.704], [-2.229, 2.072, -0.783], [-2.924, 0.935, -1.056], [-3.542, 0.729, -2.320], [-3.403, 1.749, -3.288], [-4.285, -0.443, -2.575], [-4.411, -1.370, -1.573], [-3.826, -1.188, -0.317], [-3.052, -0.062, -0.003], [-2.351, 0.096, 1.137], [-2.792, -0.430, 2.301], [-4.130, -0.448, 2.712], [-4.517, -0.874, 3.987], [-3.607, -1.322, 4.910], [-2.243, -1.372, 4.543], [-1.245, -1.866, 5.414], [0.050, -1.947, 4.991], [0.356, -1.525, 3.682], [-0.532, -1.033, 2.854], [-1.828, -0.946, 3.255], [-2.600, 3.690, -3.706], [-1.589, 3.896, -1.443], [-3.855, 1.607, -4.264], [-4.731, -0.590, -3.552], [-4.968, -2.284, -1.750], [-3.946, -1.960, 0.433], [-4.887, -0.089, 2.026], [-5.571, -0.838, 4.244], [-3.908, -1.652, 5.897], [-1.533, -2.193, 6.408], [0.834, -2.345, 5.622], [1.370, -1.623, 3.306], [-0.543, -1.888, -3.292], [0.565, -1.092, -3.807], [0.083, 0.247, -4.343], [1.232, 1.176, -4.722], [1.953, 1.801, -3.526], [1.084, 2.650, -2.698], [-0.179, -2.669, -2.751], [-1.120, -2.274, -4.028], [1.132, -1.601, -4.604], [1.275, -0.940, -2.990], [-0.561, 0.718, -3.594], [-0.553, 0.079, -5.220], [0.855, 1.992, -5.351], [1.961, 0.630, -5.332], [2.784, 2.405, -3.903], [2.382, 1.033, -2.879], [0.372, 3.082, -3.278], [0.588, 2.069, -2.029], [3.294, -1.365, 1.275], [3.504, -1.355, -0.341], [4.893, -0.956, -0.644], [2.357, -0.591, -0.942], [3.264, -2.937, -0.693], [1.961, -3.804, -0.265], [2.566, -5.298, -0.366], [0.861, -3.666, -1.271], [1.653, -3.461, 1.163], [2.723, -2.135, 1.515], [2.218, -5.706, -1.168], [1.094, 4.024, 1.851], [0.508, 3.233, 0.652], [1.271, 2.015, 0.453], [1.232, 1.190, 1.649], [1.915, 1.923, 2.829], [2.315, 3.283, 2.323], [3.320, 3.135, 1.211], [2.648, 2.319, 0.081], [0.412, 4.071, 2.700], [1.409, 5.034, 1.589], [0.575, 3.827, -0.260], [-0.537, 2.967, 0.820], [1.779, 0.264, 1.481], [0.199, 0.951, 1.894], [2.825, 1.422, 3.156], [1.255, 2.073, 3.684], [2.743, 3.804, 3.081], [4.188, 2.632, 1.635], [3.602, 4.142, 0.905], [3.167, 1.381, -0.103], [2.634, 2.890, -0.846]],
  "mulliken_charge": [0.153, -0.575, -0.475, -0.214, 0.136, 2.020, -0.863, -0.992, -0.898, -0.130, -0.848, 0.025, -0.471, -0.366, -0.791, -0.943, 1.049, -0.662, -1.099, 0.018, 0.464, 0.261, 0.428, 0.403, 0.369, 0.336, 0.349, 0.518, 0.415, 0.358, 0.353, 0.374, 0.437, 0.224, -0.293, -0.431, 0.692, -1.189, -0.307, -0.324, 0.107, 0.230, 0.311, 0.002, -0.657, 0.514, 0.314, 0.419, 0.358, 0.104, 0.387, -0.085, -0.526, 0.306, -0.887, 0.314, -0.375, 0.783, -0.552, -0.704, -0.669, 0.375, 0.305, -0.851, -0.636, 1.367, 0.726, -1.064, -0.030, -0.800, -0.397, 0.319, 0.305, 0.486, 0.401, -0.438, -0.336, 0.301, 0.340, 0.283, 0.344, 0.305, -0.043, 0.528],
  "de_lowest_kcal_mol": 34.7,
  "total_charge": -1,
  "e_tot_ev": -73675.8974,
  "mol_weight_g_mol": 733.1,
  "gap_ev": 4.84
}


{
  "formula": "C28H40Br2F3MgN4O2P",
  "method": "wB97M-V/def2-TZVPD",
  "symbols": ["Mg", "C", "C", "C", "C", "C", "C", "Br", "C", "C", "Br", "C", "O", "C", "N", "H", "H", "H", "H", "H", "H", "O", "P", "N", "C", "C", "C", "C", "N", "C", "C", "C", "C", "N", "C", "C", "C", "C", "H", "H", "H", "H", "H", "H", "H", "H", "H", "H", "H", "H", "H", "H", "H", "H", "H", "H", "H", "H", "H", "H", "H", "H", "F", "C", "F", "F", "C", "C", "C", "C", "C", "H", "H", "H", "H", "H", "H", "H", "H", "H", "H"],
  "coordinates": [[1.181, 0.756, 1.096], [-3.412, -0.219, 1.042], [-2.989, 1.213, 1.002], [-3.879, 2.224, 0.977], [-3.487, 3.587, 0.813], [-2.207, 3.796, 0.260], [-1.773, 4.996, -0.351], [-2.929, 6.535, -0.346], [-0.552, 5.144, -0.978], [0.298, 4.062, -1.014], [1.988, 4.239, -1.894], [-0.022, 2.818, -0.407], [0.868, 1.842, -0.444], [-1.259, 2.711, 0.248], [-1.578, 1.503, 0.967], [-4.495, -0.272, 1.182], [-2.942, -0.775, 1.866], [-3.173, -0.760, 0.115], [-4.941, 1.978, 1.018], [-4.237, 4.361, 0.735], [-0.274, 6.083, -1.436], [1.259, -1.111, 0.484], [1.098, -1.807, -0.827], [-0.005, -3.011, -0.587], [-0.899, -3.089, 0.573], [-1.462, -4.500, 0.457], [-1.605, -4.673, -1.056], [-0.353, -3.986, -1.613], [0.540, -0.981, -2.131], [1.330, 0.046, -2.861], [0.303, 1.079, -3.324], [-1.010, 0.302, -3.353], [-0.891, -0.573, -2.112], [2.524, -2.459, -1.319], [2.879, -2.842, -2.689], [4.419, -2.905, -2.682], [4.823, -2.175, -1.399], [3.701, -2.554, -0.447], [-1.699, -2.351, 0.511], [-0.347, -2.903, 1.492], [-2.403, -4.618, 0.993], [-0.742, -5.223, 0.853], [-2.498, -4.143, -1.398], [-1.686, -5.713, -1.375], [-0.546, -3.507, -2.580], [0.465, -4.703, -1.759], [1.804, -0.427, -3.728], [2.091, 0.498, -2.226], [0.581, 1.531, -4.277], [0.237, 1.862, -2.572], [-1.093, -0.327, -4.247], [-1.879, 0.955, -3.299], [-1.535, -1.454, -2.150], [-1.124, 0.012, -1.211], [2.510, -2.107, -3.400], [2.448, -3.810, -2.966], [4.849, -2.474, -3.587], [4.745, -3.947, -2.624], [4.808, -1.091, -1.535], [5.809, -2.464, -1.034], [3.623, -1.892, 0.411], [3.833, -3.586, -0.089], [2.826, 0.706, 2.380], [4.046, 0.370, 1.551], [4.809, 1.475, 1.821], [3.462, 0.735, 0.292], [-0.587, 3.301, 3.340], [-0.918, 1.810, 3.451], [0.042, 1.165, 4.454], [-2.344, 1.678, 4.010], [-0.704, 1.090, 2.100], [-0.641, 3.783, 4.326], [-1.292, 3.805, 2.677], [0.421, 3.443, 2.940], [-0.118, 1.568, 5.462], [1.084, 1.338, 4.175], [-0.116, 0.081, 4.496], [-2.422, 2.146, 5.002], [-2.616, 0.621, 4.115], [-3.066, 2.154, 3.346], [-0.952, 0.027, 2.293]],
  "mulliken_charge": [1.342, -1.431, 0.422, -0.514, -1.819, 1.523, 0.338, -0.381, -0.426, 0.512, -0.305, -0.662, 0.440, -0.810, 1.759, 0.453, 0.147, -0.003, 0.291, 0.219, 0.387, -1.210, -0.439, 0.354, 0.015, -0.773, -0.795, -0.573, 0.218, -0.767, 0.203, -1.115, 0.432, 0.642, -0.224, -0.625, -0.681, -0.420, -0.215, 0.280, 0.412, 0.308, 0.288, 0.409, 0.393, 0.301, 0.701, 0.170, 0.498, -0.655, 0.386, 0.438, 0.292, -0.784, 0.050, 0.165, 0.339, 0.304, 0.224, 0.463, 0.149, 0.336, -0.197, -0.875, -0.184, -0.125, -1.601, 2.509, -1.997, -1.739, -2.173, 0.522, 0.233, 0.170, 0.491, 0.230, 0.332, 0.477, 0.270, 0.284, 0.399],
  "de_lowest_kcal_mol": 2.9,
  "total_charge": -2,
  "e_tot_ev": -202715.5106,
  "mol_weight_g_mol": 736.7,
  "gap_ev": 3.03
}